Entry 1:
DFT (ωB97M-V/def2-TZVPD) results for a molecular structure, C56H48N2P3PdSSi at a distorted geometry.

Structure (XYZ):
```
112
Properties=species:S:1:pos:R:3
Pd 0.0809 0.1183 0.1391
C -0.0276 1.7875 6.5735
C 1.0194 0.9166 6.3143
C 1.0745 0.2247 5.1191
C 0.0668 0.3992 4.1740
C -0.9819 1.2778 4.4361
C -1.0313 1.9632 5.6329
P 0.0621 -0.4100 2.5350
C 1.7106 -1.1620 2.5304
C 2.0047 -2.4230 2.8919
C 3.3762 -2.8616 3.0015
C 4.3976 -2.0684 2.6617
C 4.1958 -0.7084 2.0649
C 2.7670 -0.1604 2.1784
C -1.1282 -1.7719 2.7806
C -1.3811 -2.2519 4.0625
C -2.2926 -3.2748 4.2552
C -2.9674 -3.8192 3.1752
C -2.7269 -3.3347 1.9017
C -1.8073 -2.3199 1.6868
Si -1.4590 -1.6349 -0.0543
C -0.7645 -2.8067 -1.3712
C -1.0274 -4.1704 -1.4130
C -0.5929 -4.9390 -2.4761
C 0.0776 -4.3422 -3.5341
C 0.3599 -2.9873 -3.4993
C -0.0157 -2.2228 -2.3988
P 0.3834 -0.4330 -2.3128
C 2.1500 -0.3102 -2.7346
C 2.6302 0.9966 -2.8479
C 3.9509 1.2356 -3.1690
C 4.8135 0.1673 -3.3690
C 4.3500 -1.1316 -3.2323
C 3.0241 -1.3788 -2.9019
C -0.3611 0.0560 -3.9045
C 0.3695 0.1080 -5.0891
C -0.2787 0.3475 -6.2866
C -1.6490 0.5460 -6.3151
C -2.3757 0.5135 -5.1352
C -1.7356 0.2665 -3.9365
C -3.0523 -0.8384 -0.7743
C -4.0007 -1.5558 -1.4919
C -5.1152 -0.9251 -2.0193
C -5.3146 0.4319 -1.8190
C -4.3858 1.1636 -1.1015
C -3.2479 0.5375 -0.6046
P -1.9705 1.4605 0.2969
C -2.9274 2.4771 1.4491
C -3.8634 1.8057 2.2402
C -4.5278 2.4806 3.2438
C -4.2528 3.8206 3.4771
C -3.3189 4.4857 2.6979
C -2.6459 3.8190 1.6897
C -1.1437 2.6159 -0.8512
C -1.6386 3.0468 -2.0769
C -0.8509 3.8466 -2.8886
C 0.4170 4.2290 -2.4837
C 0.9117 3.8118 -1.2555
C 0.1429 2.9973 -0.4455
H -0.0622 2.3283 7.5073
H 1.7982 0.7749 7.0492
H 1.8877 -0.4620 4.9278
H -1.7542 1.4113 3.6898
H -1.8487 2.6413 5.8290
H 1.2157 -3.1158 3.1527
H 3.5529 -3.8406 3.4181
H 5.4222 -2.3935 2.7475
H 4.9180 -0.0198 2.5098
H 2.6873 0.6953 2.8607
H -0.8604 -1.8292 4.9104
H -2.4746 -3.6510 5.2504
H -3.6823 -4.6152 3.3244
H -3.2653 -3.7424 1.0599
H -1.5845 -4.6232 -0.6065
H -0.8009 -5.9989 -2.4975
H 0.3802 -4.9325 -4.3863
H 0.8621 -2.5242 -4.3371
H 1.9444 1.8193 -2.6896
H 4.3184 2.2465 -3.2683
H 5.8414 0.3499 -3.6447
H 5.0266 -1.9573 -3.3944
H 2.6734 -2.3970 -2.7948
H 1.4394 -0.0435 -5.0844
H 0.2919 0.3670 -7.2039
H -2.1498 0.7214 -7.2548
H -3.4435 0.6712 -5.1479
H -2.2944 0.2249 -3.0130
H -3.8584 -2.6153 -1.6454
H -5.8353 -1.4943 -2.5867
H -6.1921 0.9160 -2.2229
H -4.5380 2.2195 -0.9259
H -4.0527 0.7540 2.0595
H -5.2576 1.9644 3.8498
H -4.7625 4.3434 4.2726
H -3.1153 5.5305 2.8795
H -1.9090 4.3339 1.0878
H -2.6265 2.7519 -2.4003
H -1.2303 4.1749 -3.8452
H 1.0253 4.8496 -3.1250
H 1.8978 4.1160 -0.9357
H 0.5226 2.6747 0.5310
C 5.6344 1.3779 0.2649
N 5.4300 -0.0267 -0.0141
C 4.4258 -0.7447 0.5488
N 4.1580 -1.9421 -0.0370
S 2.5412 0.4951 0.4652
H 6.5911 1.6905 -0.1493
H 5.6518 1.5501 1.3401
H 4.8341 1.9859 -0.1711
H 5.6169 -0.2761 -0.9793
H 4.0474 -1.9419 -1.0422
H 3.4836 -2.5090 0.4558
```

Calculated values
net charge	+1
relative energy (zero: lowest compared OMol25 entry of this formula, charge and spin)	1.8	kcal per mole
orbital gap (alpha / beta)	5.522 / 7.149	eV
2S+1	3
calculated total energy	-111886.8535	eV
⟨S²⟩	2.014
HOMO level (alpha / beta)	-0.27853 / -0.37813	Eh

=====

Entry 2:
DFT (ωB97M-V/def2-TZVPD) results for a molecular structure, C56H51AuN4O3S3Te at a distorted geometry.

Structure (XYZ):
```
119
Properties=species:S:1:pos:R:3
Au -0.0610 -0.0202 -1.4428
C 8.9171 0.4689 -0.7622
C 7.4448 0.6898 -0.7679
C 6.7980 1.1767 0.3703
C 5.4330 1.0251 0.5745
C 4.6847 0.4970 -0.4750
C 5.2465 0.1691 -1.6900
C 6.6249 0.3035 -1.8512
S 2.9712 0.1788 -0.0493
O 2.2839 -0.0458 -1.3745
C 3.1551 -1.5185 0.6080
C 3.3938 -2.4984 -0.4037
C 3.3868 -3.8563 -0.0894
C 3.1163 -4.3257 1.2231
C 2.9049 -5.6924 1.5277
C 2.7136 -6.0993 2.8299
C 2.8107 -5.1684 3.8673
C 2.9775 -3.8322 3.5895
C 3.0112 -3.3497 2.2668
C 2.9868 -1.9178 1.9372
C 2.8988 -0.9230 3.0583
C 4.0664 -0.7101 3.9082
C 5.2639 -1.4619 3.8505
C 6.3460 -1.2473 4.6923
C 6.3525 -0.1781 5.5812
C 5.2194 0.6110 5.6552
C 4.0541 0.3186 4.9107
C 2.8447 0.9674 5.2014
C 1.6932 0.7084 4.4452
C 1.7737 -0.1571 3.3689
S 0.1948 -0.0399 2.4322
O -0.4880 1.2209 2.8007
C -0.8532 -1.3079 3.1702
C -1.9006 -1.0100 4.0644
C -2.7776 -2.0255 4.4101
C -2.6361 -3.3198 3.9329
C -3.4865 -4.4489 4.3819
C -1.6430 -3.5907 2.9891
C -0.7623 -2.5986 2.5957
H 9.3799 1.3721 -0.3395
H 9.3362 0.2670 -1.7574
H 9.2490 -0.3737 -0.1027
H 7.4124 1.6725 1.1117
H 4.9447 1.2189 1.5241
H 4.6191 -0.1787 -2.5214
H 7.0514 0.1090 -2.8412
H 3.4688 -2.2346 -1.4518
H 3.5036 -4.5455 -0.9347
H 2.8621 -6.3895 0.6725
H 2.4306 -7.1581 3.0359
H 2.8115 -5.4697 4.9380
H 2.9914 -3.0640 4.3383
H 5.2888 -2.2842 3.1233
H 7.1846 -1.9227 4.6287
H 7.1929 0.0079 6.2180
H 5.1465 1.4263 6.3663
H 2.7600 1.6081 6.0770
H 0.7369 1.1831 4.6795
H -1.9783 0.0063 4.4138
H -3.5870 -1.7946 5.1002
H -4.3726 -4.0538 4.8992
H -2.9434 -5.1283 5.0827
H -3.8040 -5.1250 3.5609
H -1.5236 -4.6017 2.5925
H 0.0098 -2.7665 1.8375
S -0.4319 2.1645 -1.2656
N 0.3123 -1.9983 -1.5732
C 0.0220 -3.1393 -1.4423
N 0.0395 -4.4045 -1.4087
C -1.0235 -5.1643 -1.2892
N -1.7862 -6.0734 -1.2810
C -4.3358 -0.8056 -0.2557
C -2.9560 -1.1691 -0.6255
O -2.5404 -2.3110 -0.5768
N -2.1368 -0.1031 -1.0198
Te -2.7949 1.8253 -1.4765
C -3.3909 4.0917 -1.5970
C -4.3767 4.5885 -0.7321
C -5.0049 3.7564 0.3937
C -4.9184 5.8561 -0.9027
C -4.4893 6.6898 -1.9387
C -5.1424 8.0164 -2.2499
C -3.5185 6.1855 -2.7961
C -2.9408 4.9080 -2.6431
C -1.9945 4.4765 -3.7046
C -3.2275 1.2377 -3.5258
C -2.2770 0.9018 -4.5032
C -0.8228 1.3018 -4.4933
C -2.7160 0.2354 -5.6558
C -4.0664 0.0199 -5.9808
C -4.4618 -0.5807 -7.2923
C -5.0074 0.4955 -5.0418
C -4.6199 1.1010 -3.8615
C -5.7441 1.7173 -3.0175
H -4.7511 -1.7404 0.1382
H -4.9070 -0.4161 -1.1341
H -4.3700 0.0004 0.4806
H -4.2835 3.5740 1.2220
H -5.3691 2.7612 0.0590
H -5.8433 4.3206 0.8014
H -5.7325 6.1300 -0.2137
H -5.8890 8.2668 -1.4848
H -5.6280 8.0196 -3.2297
H -4.3809 8.7986 -2.2269
H -3.1459 6.7505 -3.6613
H -1.7147 5.3218 -4.3080
H -2.3955 3.6817 -4.3804
H -1.0575 4.0634 -3.2918
H -0.5800 1.8573 -3.5933
H -0.6224 1.9615 -5.3910
H -0.1037 0.4645 -4.5265
H -2.0000 -0.0685 -6.4172
H -3.6295 -0.6142 -8.0156
H -5.3150 -0.0314 -7.8029
H -4.8392 -1.6293 -7.2207
H -6.0881 0.3748 -5.2290
H -6.6836 1.5901 -3.5680
H -5.5571 2.8058 -2.7925
H -5.8934 1.1655 -2.0459
```

Calculated values
net charge	-1
relative energy (zero: lowest compared OMol25 entry of this formula, charge and spin)	0.0	kcal per mole
orbital gap (alpha / beta)	2.874 / 3.536	eV
2S+1	4
calculated total energy	-114488.2201	eV
⟨S²⟩	3.798
HOMO level (alpha / beta)	-0.04832 / -0.15910	Eh